No. 1
Formula: C5H16N2O
Source: the OMol25 dataset
Level of theory: the ωB97M-V functional and the def2-TZVPD basis

```
24
Properties=species:S:1:pos:R:3:forces:R:3:nbo_charge:R:1
C 0.8036 2.5341 0.6840 0.9 -1.2 -0.8 -0.4076
N 1.8337 1.4645 0.6625 0.2 -0.5 0.4 -0.6354
C 1.6488 0.1014 0.1299 0.7 0.6 -0.1 -0.2287
C 0.6945 -0.8103 0.8850 -0.8 -0.7 -0.3 -0.4078
C -0.8318 -0.5382 0.8395 1.1 0.2 0.0 -0.4229
C -1.5456 -1.1213 -0.3555 0.3 -1.7 -1.3 -0.2029
N -1.4546 -2.6110 -0.4603 -0.6 0.0 0.5 -0.8506
H 1.0246 3.2252 -0.1227 0.0 0.3 0.0 0.1896
H -0.1881 2.1411 0.4762 -0.2 0.3 0.4 0.1782
H 0.9415 3.0268 1.6378 -0.6 0.3 0.1 0.1961
H 2.1813 1.3005 1.5939 0.0 0.4 0.2 0.3395
H 2.6387 -0.3581 0.2570 -0.1 0.1 0.0 0.1950
H 1.5573 0.1627 -0.9541 -0.7 -0.1 0.0 0.2028
H 1.0034 -0.8517 1.9324 0.1 0.3 0.1 0.1978
H 0.8096 -1.8587 0.5677 0.4 0.2 -0.2 0.1897
H -0.9631 0.5373 0.8820 -0.5 0.0 0.3 0.2127
H -1.1922 -1.0273 1.7471 -0.6 0.3 -0.1 0.2055
H -2.5974 -0.8541 -0.4296 -0.1 0.1 0.4 0.1982
H -1.1641 -0.8998 -1.3591 0.4 0.9 0.7 0.1514
H -0.7109 -3.0121 0.1022 -0.1 0.2 0.0 0.3512
H -2.3230 -3.0181 -0.1428 0.1 -0.2 0.1 0.3537
O -0.6835 1.0899 -2.5832 0.2 0.6 -0.5 -0.9393
H -0.6158 1.2160 -3.5422 0.0 -0.1 0.4 0.4712
H -0.8667 0.1612 -2.4478 0.0 -0.1 -0.2 0.4626
```
Forces are in eV/Å.

## Properties
**SMILES string**: CNCCCCN.O
**HOMO-LUMO gap**: 9.226 eV
**Multiplicity**: 1
**Energy above the lowest of the compared OMol25 structures with the same formula, charge and spin**: 36.18 kcal per mole
**Highest occupied orbital energy**: -8.33 eV

***

No. 2
Formula: C21H30N2O9PS2V
Source: the OMol25 dataset
Level of theory: the ωB97M-V functional and the def2-TZVPD basis

```
66
Properties=species:S:1:pos:R:3:forces:R:3:nbo_charge:R:1
V 0.4331 0.1948 0.3880 -2.3 0.7 -1.0 1.2509
O -2.6162 4.8041 -1.8032 0.0 -0.3 0.0 -0.4234
C -2.3277 3.6822 -1.5048 -0.2 0.5 0.0 0.3984
C -1.7179 2.6178 -2.4178 -0.2 -0.3 -0.7 0.4095
O -1.8997 2.4682 -3.6058 0.2 0.3 0.4 -0.4990
C -0.9655 1.7590 -1.4895 -1.1 0.7 1.6 0.2619
C -1.3657 2.0239 -0.1738 -1.0 1.2 -3.1 0.1574
O -0.7325 1.3570 0.7278 -2.9 2.7 2.7 -0.6473
C -2.3381 3.0937 -0.0826 -0.2 0.3 0.6 0.3966
O -2.9736 3.4912 0.8637 0.2 -0.1 -0.3 -0.4840
O -0.0644 0.8793 -1.6765 0.8 -0.7 0.6 -0.7025
C 3.5100 -1.6859 0.9276 -0.5 0.1 -0.2 -0.6218
C 2.2389 -2.1068 0.1720 1.9 -2.5 0.0 0.2157
C 1.5606 -3.2890 0.8824 0.0 0.4 -0.2 -0.6182
C 2.5898 -2.4970 -1.2743 -0.4 0.3 0.3 -0.6151
O 1.3702 -1.0454 0.1792 3.4 -4.0 -0.9 -0.5427
H 4.2843 -2.4333 0.7907 0.1 -0.1 0.0 0.2385
H 3.2958 -1.5954 1.9900 0.0 0.1 0.1 0.2198
H 3.8594 -0.7299 0.5373 0.2 0.0 0.0 0.2132
H 2.1914 -4.1699 0.8128 0.0 -0.1 0.0 0.2308
H 0.5967 -3.4871 0.4130 0.0 -0.1 0.0 0.2284
H 1.4056 -3.0515 1.9328 0.0 -0.1 0.0 0.2208
H 3.1200 -3.4443 -1.2768 0.1 0.0 0.0 0.2349
H 3.2124 -1.7335 -1.7339 0.1 0.0 -0.1 0.2102
H 1.6774 -2.6165 -1.8538 0.1 -0.1 0.0 0.2236
S -1.8220 -1.3821 -0.2112 0.1 0.0 0.9 -0.1635
C -1.8200 -1.2906 -1.8713 -0.3 -0.1 -0.8 -0.0095
N -2.8385 -0.8471 -2.6011 0.3 -0.1 0.4 -0.5479
C -2.6189 -0.6344 -4.0185 0.0 0.3 -0.6 -0.2489
C -1.4537 -1.5336 -4.4180 0.2 -0.3 0.1 -0.5210
S -0.5133 -1.8339 -2.8756 -0.4 0.0 -0.2 0.3466
H -3.6589 -0.4658 -2.1541 0.0 0.0 0.2 0.4325
H -2.3775 0.4230 -4.1924 -0.1 -0.3 0.0 0.2506
H -3.5241 -0.8834 -4.5751 0.1 0.0 0.0 0.2300
H -0.7938 -1.0610 -5.1416 -0.1 0.0 0.0 0.2501
H -1.7779 -2.5049 -4.7933 0.0 0.1 0.0 0.2358
N 0.1233 -0.0344 2.5862 -0.1 0.5 -0.7 -0.8097
C 0.5377 -1.0485 3.4931 0.3 -0.8 0.8 0.1053
C -0.2421 -2.1935 3.6340 0.1 0.3 -0.1 -0.2012
C 0.1082 -3.1667 4.5516 0.0 0.0 0.1 -0.1925
C 1.2314 -3.0049 5.3461 0.1 0.0 0.0 -0.2068
C 2.0149 -1.8704 5.2012 0.0 0.0 0.0 -0.1693
C 1.6772 -0.8951 4.2771 -0.2 0.1 -0.3 -0.2554
H -0.8921 -0.0977 2.4648 0.2 0.3 0.2 0.4181
H 0.3369 0.8916 2.9608 -0.3 -0.1 0.0 0.4162
H -1.1270 -2.3209 3.0257 -0.1 0.0 -0.1 0.2164
H -0.5151 -4.0403 4.6655 0.0 -0.1 0.0 0.2320
H 1.4899 -3.7551 6.0781 0.0 0.0 0.0 0.2324
H 2.8820 -1.7287 5.8264 0.1 0.0 0.0 0.2289
H 2.2816 -0.0025 4.1831 0.1 0.1 0.0 0.2136
C 3.3158 2.2245 1.8367 0.0 0.0 0.3 -0.2654
O 3.2857 2.0724 0.4230 -0.4 -0.3 -0.5 -0.8080
P 1.8792 1.8312 -0.3407 2.0 2.3 0.0 1.9416
O 1.0999 3.2122 -0.1746 0.3 -0.7 0.2 -0.8168
C 1.6483 4.3953 -0.7788 0.1 0.5 -0.1 -0.2600
O 2.4343 1.9313 -1.8120 -0.2 -0.1 0.4 -0.8041
C 2.6202 0.8863 -2.7610 0.0 -0.3 -0.4 -0.2444
H 4.2474 2.7394 2.0765 -0.2 -0.1 0.0 0.2246
H 3.3094 1.2372 2.3108 0.0 0.1 0.1 0.1785
H 2.4731 2.8288 2.1883 0.1 0.0 0.0 0.1883
H 1.2079 5.2473 -0.2646 0.0 -0.1 0.0 0.2169
H 1.3851 4.4255 -1.8352 0.0 0.0 0.0 0.2029
H 2.7329 4.4081 -0.6709 0.0 0.1 0.0 0.1983
H 2.5658 1.3588 -3.7429 0.0 -0.1 0.1 0.2149
H 1.8362 0.1311 -2.6731 0.1 0.1 -0.1 0.2049
H 3.6038 0.4363 -2.6300 0.0 0.1 0.0 0.1883
```
Forces are in eV/Å.

## Properties
**HOMO-LUMO gap (alpha / beta)**: 7.195 / 7.158 eV
**Multiplicity**: 2
**Net charge**: +1
**Energy above the lowest of the compared OMol25 structures with the same formula, charge and spin**: 59.75 kcal per mole
**Highest occupied orbital energy (alpha / beta)**: -11.13 / -11.15 eV

***

No. 3
Formula: C4H5NO3
Source: the OMol25 dataset
Level of theory: the ωB97M-V functional and the def2-TZVPD basis

```
13
Properties=species:S:1:pos:R:3:forces:R:3:nbo_charge:R:1
C -0.0215 0.5220 -0.3754 -0.9 0.9 2.4 0.6712
C -1.3310 -0.1261 0.0000 -0.6 0.7 -0.6 -0.0104
C 1.6664 -0.3691 1.1265 0.0 0.1 -0.3 -0.2546
O 0.2997 -0.4555 -1.1562 0.3 -0.9 -0.2 -0.4592
O 0.5700 0.5233 0.9635 0.2 0.4 -1.0 -0.5378
O -0.0474 1.8269 -0.8349 0.4 -0.5 -0.4 -0.6872
C -2.2750 -0.6399 -0.9005 -0.1 -0.3 -0.4 0.1811
N -3.0742 -1.1312 -1.5764 0.1 0.2 0.1 -0.2071
H -0.0009 1.7822 -1.8032 0.0 0.1 0.2 0.4910
H -1.6230 -0.1454 1.0437 0.5 -0.6 0.1 0.2552
H 2.4281 -0.1819 0.3694 0.2 0.0 0.1 0.1819
H 1.3474 -1.4054 1.0160 0.0 -0.1 0.1 0.1773
H 2.0616 -0.1999 2.1276 -0.1 0.0 -0.1 0.1985
```
Forces are in eV/Å.

## Properties
**HOMO-LUMO gap (alpha / beta)**: 8.338 / 7.963 eV
**Multiplicity**: 1
**Energy above the lowest of the compared OMol25 structures with the same formula, charge and spin**: 111.79 kcal per mole
**Highest occupied orbital energy (alpha / beta)**: -10.67 / -10.46 eV

***

No. 4
Formula: C5H15N2S
Source: the OMol25 dataset
Level of theory: the ωB97M-V functional and the def2-TZVPD basis

```
23
Properties=species:S:1:pos:R:3:forces:R:3:nbo_charge:R:1
C -0.3111 -0.6942 -1.3724 0.0 0.0 0.1 -0.2406
C -0.7423 -1.4407 -2.6245 0.0 -0.2 -0.1 -0.5261
S -0.4337 -0.3870 -4.0778 0.0 0.0 0.0 -0.0401
N -0.2141 -1.5489 -0.1800 -0.1 -0.4 -0.4 -0.8530
H 0.6583 -0.2176 -1.5214 0.1 0.0 0.0 0.2029
H -1.0161 0.1049 -1.1627 -0.1 0.1 0.0 0.2076
H -0.1947 -2.3817 -2.7302 0.1 0.1 0.0 0.2073
H -1.7998 -1.6965 -2.5742 0.0 0.1 0.0 0.2181
H -1.4717 -0.8023 -4.8069 0.0 0.0 -0.1 0.1291
H 0.3815 -2.3507 -0.3814 0.0 0.0 0.1 0.3708
H -1.1219 -1.9318 0.0670 -0.1 0.0 0.0 0.3703
C -0.5661 1.8991 2.1810 0.1 0.3 0.1 -0.6699
C 0.6375 1.2166 1.6341 -0.1 -0.2 0.1 0.0819
C 1.6666 1.8213 1.0478 0.1 0.0 0.0 -0.4749
N 0.7184 -0.2084 1.9312 -0.1 0.0 -0.4 -1.0584
H -0.5063 2.9729 1.9679 -0.1 -0.2 0.0 0.2225
H -1.4879 1.4871 1.7771 -0.1 0.1 0.0 0.2201
H -0.5969 1.7648 3.2692 -0.1 0.0 0.0 0.2170
H 2.5399 1.2827 0.7121 0.0 0.0 0.0 0.2049
H 1.6312 2.8865 0.8924 0.0 0.2 0.0 0.2055
H 0.3405 -0.7993 1.0735 0.2 0.3 0.7 0.4462
H 0.1664 -0.4802 2.7871 0.1 0.0 -0.1 0.2822
H 1.7223 -0.4966 2.0910 0.0 -0.1 0.1 0.2764
```
Forces are in eV/Å.

## Properties
**HOMO-LUMO gap (alpha / beta)**: 3.678 / 9.985 eV
**Multiplicity**: 2
**Energy above the lowest of the compared OMol25 structures with the same formula, charge and spin**: 50.06 kcal per mole
**Highest occupied orbital energy (alpha / beta)**: -3.05 / -9.47 eV

***

No. 5
Formula: H30O15
Source: the OMol25 dataset
Level of theory: the ωB97M-V functional and the def2-TZVPD basis

```
45
Properties=species:S:1:pos:R:3:forces:R:3:nbo_charge:R:1
H 0.1552 -1.7517 0.4491 -0.9 -2.0 0.6 0.4636
H 0.0676 -0.2652 0.3553 1.2 -1.4 -0.7 0.4499
H 2.9616 0.5109 4.6054 -1.4 -0.5 -0.8 0.4669
H 2.8395 1.0810 3.3043 0.7 1.3 -1.8 0.4592
H -1.4172 3.3624 -0.5573 -0.7 -0.5 -1.3 0.4635
H -1.8836 2.0192 -1.0207 -0.2 -2.4 0.4 0.4563
H 0.1536 0.4459 -2.6810 0.1 -0.3 1.0 0.4627
H -0.0490 -0.1276 -4.0774 -0.1 0.3 0.2 0.4556
H -4.1881 -0.2355 1.6965 0.1 -0.2 0.4 0.4871
H -5.5463 0.0405 2.1875 -1.3 0.7 0.0 0.4592
H -5.1108 -1.3729 -0.8294 1.7 0.4 -0.5 0.4863
H -3.6358 -1.3565 -1.5058 0.0 -0.8 -0.6 0.4807
H 4.0817 -0.1192 -3.0227 -1.8 -0.1 1.1 0.4782
H 3.6589 1.0549 -2.2322 -0.6 -0.2 0.4 0.4728
H 0.8282 -1.3564 -5.6088 -0.2 2.9 -2.0 0.4544
H 0.8642 -1.9198 -4.2553 0.5 -0.9 -1.3 0.4582
H -1.5488 -3.5908 -0.3667 -0.1 -0.3 0.8 0.4710
H -0.6056 -4.3733 -1.3915 -1.9 2.1 0.6 0.4899
H -0.3664 1.1970 3.9205 -1.7 -2.3 -2.5 0.4514
H 0.1690 1.2049 5.2745 0.1 1.1 -1.0 0.4749
H 0.7452 -2.5454 2.7948 2.3 0.4 0.6 0.4466
H 1.8216 -1.7553 2.0725 0.4 -0.2 0.6 0.4773
H 0.9251 2.6951 2.0512 -0.1 -0.5 0.5 0.4748
H 1.0349 3.9200 1.3429 0.1 4.6 0.3 0.4712
H -1.6248 0.1709 1.7862 0.1 -0.9 0.5 0.4528
H -1.8105 1.5366 1.2371 -2.1 -1.9 0.8 0.4709
H 1.6239 -1.2050 -1.9670 0.7 0.7 0.2 0.4764
H 0.7592 -2.3505 -2.1406 -4.0 -1.3 -0.8 0.4484
H 2.3890 2.0337 0.0478 0.9 1.4 -0.2 0.4789
H 2.6950 3.0266 -1.0650 0.0 0.2 -0.3 0.4598
O 0.6038 -1.0586 0.0264 -0.7 4.0 0.8 -0.9178
O 2.3118 0.5380 3.8447 1.2 -0.9 2.4 -0.9262
O -1.9224 2.9024 -1.2849 0.9 2.9 0.9 -0.9179
O 0.0714 0.6966 -3.5867 -0.1 0.1 -1.2 -0.9204
O -4.7957 -0.4728 2.4186 1.1 -0.5 -0.3 -0.9498
O -4.2411 -0.9027 -0.9386 -1.7 0.4 1.2 -0.9663
O 3.3155 0.1634 -2.4258 2.3 0.3 -1.3 -0.9499
O 0.9243 -2.1724 -5.2186 -0.1 -2.1 3.2 -0.9150
O -1.2749 -3.5957 -1.2735 2.1 -1.8 -1.4 -0.9594
O 0.0322 1.7847 4.4796 1.1 1.5 3.5 -0.9256
O 1.7230 -2.2734 2.8971 -2.7 -0.4 -1.2 -0.9242
O 1.0674 3.0427 1.1707 -1.4 -4.2 0.3 -0.9443
O -2.3716 0.7170 1.5513 2.3 2.9 -1.2 -0.9223
O 1.5997 -2.1526 -1.8917 3.8 0.0 -0.1 -0.9212
O 2.9702 2.8088 -0.1727 0.4 -1.5 -0.6 -0.9384
```
Forces are in eV/Å.

## Properties
**HOMO-LUMO gap**: 10.301 eV
**Multiplicity**: 1
**Energy above the lowest of the compared OMol25 structures with the same formula, charge and spin**: 123.41 kcal per mole
**Highest occupied orbital energy**: -10.92 eV

***

No. 6
Formula: C13H17NO7S2
Source: the OMol25 dataset
Level of theory: the ωB97M-V functional and the def2-TZVPD basis

```
40
Properties=species:S:1:pos:R:3:forces:R:3:nbo_charge:R:1
C -5.7426 -0.8843 1.5124 -0.6 -0.6 0.2 -0.2645
O -4.3337 -0.9574 1.7715 0.7 0.1 -0.2 -0.5008
C -3.5118 -0.4347 0.8400 -0.4 1.0 -1.3 0.7877
O -3.8844 0.2331 -0.1185 0.4 -1.1 1.4 -0.6042
C -1.9970 -0.7267 1.0809 -0.8 0.2 0.5 -0.1349
C -1.1146 0.5469 1.0256 -1.0 1.0 1.2 -0.4163
C -0.5219 0.6048 -0.3907 -1.0 -0.1 0.1 0.0781
O 0.8968 0.7443 -0.2299 1.8 0.8 -1.3 -0.6904
S 1.6983 1.3176 -1.5800 -0.7 -0.6 -3.2 2.2748
O 1.8636 0.2237 -2.5731 0.1 1.8 2.7 -0.9078
O 0.9734 2.4604 -2.1353 0.8 -1.1 1.5 -0.9116
C 3.3421 1.9084 -0.9965 0.3 0.1 1.6 -0.2852
C 3.5241 2.3555 0.3428 -0.2 -0.2 -1.2 -0.1818
C 4.8143 2.7921 0.7080 -1.5 0.0 -0.1 -0.2112
C 5.8203 2.9480 -0.2277 0.0 -0.2 0.2 -0.1836
C 5.6413 2.5522 -1.5468 -0.2 0.1 0.2 -0.2089
C 4.4214 1.9850 -1.9030 -1.0 -0.2 -0.1 -0.1713
C -0.9263 -0.7093 -1.0907 1.0 0.1 -0.5 -0.2535
N -1.4009 -1.4971 0.0088 -0.8 -2.5 0.6 -0.6735
S -1.8677 -3.1012 -0.2726 -0.6 -1.1 -2.7 2.2378
C -0.8818 -3.9833 0.9678 -0.6 -0.4 -1.1 -0.8472
O -1.3883 -3.4799 -1.6369 -0.4 1.2 3.2 -0.9204
O -3.3008 -3.3648 -0.0460 2.3 0.9 0.4 -0.9229
H -6.0074 -1.5428 0.6761 0.2 0.1 0.2 0.2040
H -6.2913 -1.2249 2.4150 0.7 0.2 -0.5 0.1980
H -6.0622 0.1146 1.2746 0.1 0.5 -0.1 0.1977
H -1.9590 -1.2494 2.0474 0.3 0.1 -0.3 0.2262
H -0.3230 0.5029 1.7947 -0.2 -0.2 -0.5 0.2392
H -1.7200 1.4716 1.3015 0.7 -1.1 -0.6 0.2386
H -0.9450 1.4516 -0.9090 0.2 0.3 -0.3 0.2314
H 2.6417 2.4309 1.0057 0.9 -0.3 -0.2 0.2387
H 4.9717 3.0947 1.7284 0.1 0.1 0.2 0.2210
H 6.7387 3.3867 0.1289 0.3 0.0 -0.2 0.2212
H 6.4475 2.7131 -2.2693 -0.5 -0.3 0.2 0.2314
H 4.2491 1.6211 -2.9004 0.1 -0.1 -0.3 0.2425
H -0.0411 -1.1963 -1.5386 -0.5 0.3 0.1 0.2541
H -1.6950 -0.6059 -1.8541 0.1 0.4 -0.1 0.2227
H 0.1104 -3.5722 1.0085 0.4 0.1 -0.3 0.2464
H -0.8906 -5.0419 0.6604 0.1 0.5 0.1 0.2598
H -1.3486 -3.8869 1.9199 -0.5 0.1 0.7 0.2386
```
Forces are in eV/Å.

## Properties
**SMILES string**: COC(=O)[C@@H]1C[C@@H](OS(=O)(=O)c2ccccc2)CN1S(C)(=O)=O
**HOMO-LUMO gap**: 10.014 eV
**Multiplicity**: 1
**Highest occupied orbital energy**: -9.69 eV

***

No. 7
Formula: C4H11NO2
Source: the OMol25 dataset
Level of theory: the ωB97M-V functional and the def2-TZVPD basis

```
18
Properties=species:S:1:pos:R:3:forces:R:3:nbo_charge:R:1
C 2.0468 -0.3761 -0.7157 -0.8 1.0 0.0 -0.6364
C 1.1554 0.3718 0.2643 -0.1 0.4 -0.1 0.0905
O 0.9123 1.7244 -0.1456 0.0 0.1 -0.1 -0.7384
C -0.1770 -0.3246 0.5078 -0.8 0.4 0.1 -0.1070
N -0.9459 0.2804 1.6399 1.7 0.7 0.1 -0.8036
C -1.0909 -0.3103 -0.7138 0.0 -1.4 0.1 -0.0768
O -1.9324 -1.4866 -0.6500 -0.6 0.8 0.1 -0.7308
H 3.0069 0.1231 -0.7877 0.4 -0.4 0.2 0.2198
H 2.0595 -1.4060 -0.3971 0.5 -0.4 -0.2 0.2258
H 1.5877 -0.2776 -1.7047 0.0 -0.4 0.0 0.1997
H 1.6466 0.5074 1.2275 0.2 -0.3 0.2 0.1685
H 1.0819 1.8224 -1.0870 0.0 -0.1 0.0 0.4689
H -0.0408 -1.3604 0.8018 0.3 -0.3 -0.2 0.2050
H -0.8281 1.2947 1.5280 -0.7 0.0 -0.5 0.3493
H -0.2584 0.2126 2.3989 -0.6 -0.6 0.4 0.3386
H -0.5913 -0.4770 -1.6695 0.4 0.6 0.1 0.1718
H -1.6404 0.6279 -0.6969 -0.2 0.0 -0.3 0.1824
H -2.8416 -1.1907 -0.5111 0.3 -0.2 0.1 0.4726
```
Forces are in eV/Å.

## Properties
**SMILES string**: C[C@@H](O)[C@@H](N)CO
**HOMO-LUMO gap**: 10.580 eV
**Multiplicity**: 1
**Energy above the lowest of the compared OMol25 structures with the same formula, charge and spin**: 33.59 kcal per mole
**Highest occupied orbital energy**: -9.71 eV

***

No. 8
Formula: H2N2O2
Source: the OMol25 dataset
Level of theory: the ωB97M-V functional and the def2-TZVPD basis

```
6
Properties=species:S:1:pos:R:3:forces:R:3:nbo_charge:R:1
N -1.6429 1.4012 0.7855 -0.2 0.7 0.0 -0.1142
N -1.0813 0.6421 1.3767 -2.1 2.4 -2.4 0.4427
O -0.5378 -0.1963 1.9149 2.3 -3.1 2.4 -0.3286
O 0.8232 -0.3855 -1.1838 -3.3 -1.1 -3.7 -0.9398
H 1.6583 -0.5082 -0.8443 3.0 -0.5 1.1 0.4645
H 0.7807 -0.9533 -2.0489 0.2 1.7 2.6 0.4754
```
Forces are in eV/Å.

## Properties
**SMILES string**: N#[N+][O-].O
**HOMO-LUMO gap**: 12.460 eV
**Multiplicity**: 1
**Energy above the lowest of the compared OMol25 structures with the same formula, charge and spin**: 2.68 kcal per mole
**Highest occupied orbital energy**: -11.64 eV

***

We obtain electronic energy values of -10470.953; -100313.398; -11857.153; -19239.986; -31196.314; -51247.834; -9910.785; -7105.463 eV for the records listed above, in that order.